C27H41BN7OPdS3 | the ωB97M-V functional and the def2-TZVPD basis

lowest unoccupied orbital energy: 2.681 eV
charge: -1
largest force on an atom: 1.457 eV/Å
energy relative to the best compared isomer or geometry (same formula, charge and spin): 15.7 kcal per mole
total energy: -77809.6553 eV
Kohn-Sham gap: 5.21 eV

XYZ file:
```
81
Properties=species:S:1:pos:R:3:forces:R:3:mulliken_charge:R:1
Pd -0.891 1.440 -0.390 -0.63 1.10 0.72 -0.59
C 6.568 0.204 -0.919 -0.06 -0.06 0.06 -2.10
C 5.222 0.904 -1.120 -0.01 0.03 -0.04 1.34
C 5.160 1.354 -2.580 -0.07 -0.04 -0.04 -1.59
C 5.129 2.099 -0.169 -0.06 0.00 -0.01 -1.56
N 4.120 -0.044 -0.802 0.01 0.08 0.19 0.24
C 4.319 -1.239 -0.108 0.06 0.06 -0.15 -0.32
C 3.113 -1.706 0.242 -0.23 0.05 0.01 -1.10
N 2.150 -0.822 -0.206 0.06 0.05 0.01 0.61
B 0.659 -0.882 0.159 0.06 0.02 0.12 0.87
N -0.092 -2.009 -0.571 -0.08 -0.11 -0.02 0.71
C 0.429 -2.954 -1.436 0.04 0.18 0.11 -0.95
C -0.584 -3.491 -2.133 -0.18 -0.02 0.01 -0.59
N -1.767 -2.896 -1.696 0.05 0.12 -0.10 0.26
C -1.453 -1.962 -0.721 0.16 -0.20 -0.11 -0.05
S -2.464 -0.909 0.120 -0.08 -0.35 -0.02 -0.37
C -3.053 -2.968 -2.443 -0.06 0.00 0.05 1.46
C -4.202 -3.356 -1.510 0.10 0.00 0.09 -1.65
C -2.950 -4.048 -3.520 0.07 0.03 0.02 -2.18
C -3.309 -1.614 -3.109 0.01 0.02 0.00 -1.52
N 0.444 -1.007 1.687 -0.06 -0.06 -0.03 0.67
C 0.247 -2.202 2.345 0.05 0.07 -0.13 -1.30
C -0.176 -1.937 3.590 -0.08 0.10 0.06 -0.13
N -0.259 -0.552 3.712 0.02 -0.01 0.02 0.53
C 0.135 0.024 2.519 -0.05 -0.24 0.19 0.09
S 0.236 1.671 2.132 0.00 -0.08 0.14 -0.45
C -0.793 0.147 4.910 0.02 0.03 0.01 1.24
C -2.055 0.923 4.526 0.01 0.02 -0.06 -1.49
C -1.172 -0.882 5.975 0.02 -0.06 -0.05 -2.15
C 0.277 1.067 5.502 0.02 0.00 -0.10 -1.57
C 2.760 0.236 -0.836 0.16 -0.24 0.05 0.24
S 2.002 1.585 -1.496 0.23 -0.08 -0.10 -0.32
H 7.357 0.885 -1.240 -0.01 0.01 0.00 0.46
H 6.635 -0.703 -1.524 0.04 0.03 0.01 0.45
H 6.750 -0.046 0.127 -0.01 -0.02 -0.01 0.44
H 6.028 1.985 -2.788 -0.03 -0.02 -0.01 0.48
H 4.249 1.911 -2.779 -0.03 -0.01 0.01 0.31
H 5.187 0.487 -3.246 0.02 0.02 0.02 0.39
H 5.921 2.820 -0.387 0.00 -0.05 0.00 0.47
H 5.231 1.761 0.866 0.01 0.02 -0.02 0.36
H 4.161 2.588 -0.283 0.05 0.00 0.02 0.33
H 5.283 -1.680 0.051 0.01 0.07 -0.02 0.51
H 2.858 -2.602 0.785 -0.01 0.05 -0.03 0.53
H 0.178 0.142 -0.215 0.59 -0.53 0.00 -1.15
H 1.485 -3.153 -1.501 -0.04 0.04 0.02 0.55
H -0.554 -4.259 -2.882 -0.04 0.03 0.01 0.47
H -3.997 -4.321 -1.037 -0.02 0.03 -0.03 0.40
H -5.121 -3.439 -2.096 0.03 0.00 0.03 0.46
H -4.335 -2.609 -0.732 0.00 0.02 0.02 0.28
H -2.703 -5.021 -3.087 -0.03 0.01 -0.03 0.46
H -2.210 -3.796 -4.282 0.00 -0.01 0.01 0.46
H -3.920 -4.130 -4.011 0.00 0.00 0.00 0.45
H -3.330 -0.817 -2.366 -0.01 -0.03 -0.05 0.22
H -4.267 -1.634 -3.638 0.05 -0.04 0.01 0.49
H -2.513 -1.382 -3.819 -0.02 0.01 0.02 0.39
H 0.390 -3.153 1.858 -0.02 0.06 0.00 0.50
H -0.442 -2.618 4.375 0.01 0.06 0.00 0.47
H -2.810 0.235 4.138 0.02 0.03 0.02 0.37
H -1.828 1.659 3.757 -0.01 -0.01 0.01 0.26
H -2.455 1.433 5.408 0.02 -0.04 -0.02 0.47
H -1.955 -1.558 5.623 0.02 0.02 0.02 0.46
H -1.555 -0.344 6.843 0.00 0.00 -0.02 0.45
H -0.307 -1.468 6.295 -0.03 0.01 0.01 0.46
H 0.581 1.815 4.773 0.01 0.00 0.00 0.30
H 1.153 0.481 5.792 -0.02 0.03 0.00 0.38
H -0.121 1.567 6.389 0.01 -0.03 -0.03 0.46
O -1.297 1.294 -3.165 0.06 0.28 0.45 -0.24
C -1.984 2.475 -3.442 0.11 -0.13 0.07 -0.57
C -2.344 3.323 -2.235 -0.06 -0.11 0.05 0.83
C -2.539 4.692 -2.376 -0.02 0.13 0.03 -0.93
C -2.916 5.446 -1.278 -0.01 -0.02 -0.08 -0.23
C -3.097 4.806 -0.059 0.01 0.01 0.05 -0.75
C -2.898 3.439 0.001 -0.06 0.06 -0.12 -0.03
N -2.529 2.705 -1.061 0.15 0.08 0.05 -0.37
H -0.963 1.358 -2.164 -0.24 -0.43 -1.36 0.26
H -2.925 2.220 -3.952 -0.06 0.03 -0.01 0.27
H -1.414 3.113 -4.132 0.00 0.06 -0.03 0.19
H -2.383 5.162 -3.340 0.03 -0.04 0.00 0.34
H -3.065 6.515 -1.370 0.02 0.00 0.01 0.38
H -3.376 5.357 0.829 -0.01 -0.04 -0.01 0.38
H -3.041 2.888 0.921 0.01 -0.03 0.04 0.41
```
Positions in Å, forces in eV/Å.